1.
Molecular formula: C19H25AuN8OPS
Method: DFT, ωB97M-V/def2-TZVPD

XYZ file:
```
56
Properties=species:S:1:pos:R:3:forces:R:3:mulliken_charge:R:1
Au 0.465 0.766 1.475 0.47 0.07 0.26 0.081
S -0.936 1.297 -1.118 -1.55 0.24 -0.62 0.214
P 2.416 0.157 0.472 0.79 -0.28 0.23 1.134
O -0.238 -0.008 -1.156 0.38 -0.69 -0.32 -0.451
N -1.081 0.244 2.849 0.03 0.14 -0.01 -0.142
N 5.046 0.121 -0.235 0.36 0.10 -0.17 0.141
N -1.898 -0.853 4.554 -0.29 -0.08 0.77 -0.976
N -1.926 -1.558 3.454 0.41 1.65 -0.18 1.101
N -2.317 -2.835 3.412 -0.05 -1.39 -0.02 -0.598
N -1.454 -0.943 2.420 -0.14 -1.06 -0.38 0.018
N 3.737 -1.805 -0.892 0.13 -0.28 -0.24 0.169
N 4.398 -1.525 1.420 0.27 -0.27 0.18 0.117
C 2.437 -1.191 -0.805 -0.74 0.25 -0.13 -0.746
C -2.994 2.062 0.556 0.03 0.01 -0.01 -0.390
C -2.005 2.739 -3.187 0.09 0.03 0.06 -0.249
C 5.407 -0.570 0.992 0.16 -0.03 0.11 -0.901
C 4.767 -0.856 -1.277 0.12 -0.02 -0.14 -0.932
C -2.914 -0.284 0.010 0.04 -0.01 -0.21 -0.269
C -2.727 2.924 -4.354 -0.12 0.01 -0.11 -0.607
C -2.414 0.998 -0.110 0.29 0.19 0.02 0.498
C 3.969 1.059 -0.057 -0.56 0.54 0.08 -0.983
C 3.192 -0.853 1.830 -0.36 0.18 0.28 -0.948
C -3.322 1.840 -4.977 0.07 0.12 -0.05 -0.450
C -2.440 0.371 -3.296 0.07 -0.15 0.05 -0.177
C 4.136 -2.464 0.340 0.08 -0.18 0.07 -0.933
C -4.032 -0.502 0.795 -0.05 0.04 -0.09 -0.778
C -1.353 0.284 4.155 0.00 -0.05 -0.07 -0.302
C -1.877 1.465 -2.665 0.45 0.30 0.24 0.553
C -3.172 0.567 -4.454 0.04 -0.13 0.07 -0.753
C -4.620 0.556 1.471 -0.09 -0.02 0.08 -0.521
C -4.101 1.837 1.357 -0.02 0.06 0.02 -0.722
H -3.880 1.983 -5.890 -0.07 0.02 -0.06 0.404
H -5.492 0.383 2.084 -0.08 0.00 0.06 0.430
H -4.453 -1.496 0.873 -0.03 -0.06 0.01 0.534
H -2.912 -3.102 4.184 -0.06 0.25 -0.09 0.295
H 6.339 -1.113 0.817 -0.03 0.07 0.03 0.290
H 5.562 0.163 1.788 0.08 -0.04 -0.06 0.394
H -3.620 -0.274 -4.960 -0.03 -0.12 -0.02 0.399
H 1.681 -1.926 -0.509 0.04 0.07 -0.12 0.406
H 4.455 -0.337 -2.187 0.08 -0.04 0.02 0.381
H -2.415 -1.092 -0.500 0.07 -0.14 -0.04 0.344
H 5.054 -3.025 0.147 -0.08 0.00 0.00 0.289
H 3.404 -0.200 2.684 -0.08 -0.08 -0.06 0.441
H -1.528 3.575 -2.697 0.05 0.13 0.05 0.414
H -1.158 1.118 4.795 0.02 0.15 0.14 0.476
H 5.687 -1.411 -1.475 -0.07 0.06 -0.05 0.291
H 3.785 1.593 -0.996 -0.02 -0.01 0.15 0.387
H 2.139 -0.782 -1.775 -0.03 -0.06 0.13 0.458
H 4.240 1.794 0.709 -0.09 -0.04 -0.11 0.411
H 2.448 -1.597 2.145 0.09 0.12 0.05 0.479
H -2.285 -0.618 -2.894 -0.02 -0.14 0.03 0.332
H 3.353 -3.160 0.651 0.06 0.01 -0.03 0.388
H -4.560 2.658 1.889 -0.04 0.06 0.02 0.444
H -2.595 -3.134 2.487 -0.09 0.18 0.10 0.288
H -2.819 3.906 -4.789 -0.01 0.14 0.02 0.406
H -2.578 3.051 0.440 0.02 0.20 0.06 0.418
```
Positions in Å, forces in eV/Å.

Calculated values
gap between HOMO and LUMO = 8.6 eV
total charge = +1
energy above the lowest of the compared OMol25 structures with the same formula, charge and spin = 17.41 kcal per mole
LUMO = -2.4 eV
multiplicity = 1
F_max = 1.71 eV/A


2.
Molecular formula: C19H25Br39Cl2SSi
Method: DFT, ωB97M-V/def2-TZVPD

XYZ file:
```
87
Properties=species:S:1:pos:R:3:forces:R:3:mulliken_charge:R:1
Br -4.211 -6.861 -7.371 0.02 0.35 0.10 -0.042
Br -3.354 2.720 10.263 0.26 0.22 -0.02 -0.030
Br -5.514 0.174 7.199 0.39 -0.07 0.00 -0.008
Br 5.760 5.057 -0.074 -0.21 -0.18 0.24 -0.051
Br -2.638 0.696 5.863 -0.19 -0.15 0.26 0.088
Br -5.528 -3.932 -7.536 0.13 -0.19 0.40 -0.052
Br 2.005 5.688 4.959 -0.25 -0.32 0.08 -0.051
Br 5.230 2.386 1.637 -0.11 1.32 -0.10 -0.042
Br 7.068 2.951 7.599 -0.04 0.39 -0.12 -0.024
Br 0.232 3.119 4.198 0.35 0.23 0.29 0.062
Br 7.364 -1.407 0.771 -0.31 -0.03 0.15 -0.048
Br 0.789 -2.140 -5.013 0.24 0.01 -0.03 0.047
Br -5.650 -4.893 -12.401 0.34 0.15 0.09 -0.031
Br -3.564 1.729 -4.379 0.14 -0.12 -0.33 -0.089
Br -8.810 -0.617 3.406 0.12 0.04 -0.38 -0.003
Br 4.334 -0.373 1.087 4.48 -0.30 2.70 0.207
Br 5.725 -2.020 3.471 -0.03 0.11 -0.46 -0.028
Br -8.664 -1.831 0.433 0.09 0.29 0.24 -0.014
Br -8.256 1.322 0.903 0.01 -0.38 0.15 0.003
Br 4.670 5.062 7.217 0.50 -0.02 -0.01 0.039
Br 2.876 4.540 1.248 0.39 -0.12 -0.01 -0.032
Br 3.621 1.536 8.128 0.17 -0.49 -0.25 -0.070
Br 0.969 3.702 7.272 -0.10 0.24 -0.35 0.007
Br 7.532 5.614 5.862 -0.22 -0.19 0.24 -0.028
Br -3.425 -2.659 -13.027 -0.11 -0.32 0.21 -0.026
Br 0.685 -5.875 -7.340 0.09 -0.19 -0.35 0.011
Br -3.367 -4.248 -10.234 -0.07 0.09 -0.56 0.161
Br -1.107 1.226 -6.387 -0.29 -0.13 0.23 -0.009
Br 0.135 -5.599 -10.494 0.16 -0.25 0.32 -0.017
Br 4.976 -1.049 6.776 -0.19 0.35 0.10 -0.092
Br -3.146 -1.965 7.593 -0.11 0.35 -0.09 -0.018
Br 4.167 1.479 4.965 0.17 -0.37 0.16 0.198
Br 3.811 -3.219 -5.164 -0.30 0.32 0.01 -0.029
Br 3.230 -0.182 -4.283 -0.16 -0.31 -0.13 -0.036
Br -0.262 3.317 10.909 -0.33 0.11 -0.18 -0.012
Br -2.303 5.753 10.432 0.09 -0.43 -0.05 -0.010
Br -2.512 -4.282 -6.479 -0.36 -0.46 -0.19 0.059
Br 1.292 -8.349 -9.300 -0.19 0.34 0.07 -0.033
Br -3.399 -1.005 -6.064 0.21 0.59 0.21 0.082
Cl -2.214 2.647 2.100 0.43 -0.70 -2.00 -0.248
Cl -3.742 -0.077 1.247 1.59 1.00 -1.51 -0.158
S 1.853 1.067 0.109 -0.34 -0.43 -0.06 -0.048
Si -0.598 2.863 -0.686 0.32 -0.96 0.45 0.456
C 5.620 -1.753 1.551 0.09 -0.06 0.11 -0.403
C -2.397 0.409 -5.191 0.02 -0.07 0.03 0.273
C 2.642 -1.684 -5.363 0.11 0.05 -0.14 -0.370
C -2.290 0.006 -1.312 0.17 0.39 0.75 -0.123
C 4.790 4.264 1.408 0.24 0.19 0.29 -0.336
C -1.837 1.917 0.429 -2.45 -3.00 0.78 0.295
C 1.142 -1.567 -0.972 -0.14 -0.62 0.28 -0.803
C 6.591 4.816 7.360 0.00 0.00 0.16 -0.343
C 2.244 -0.734 -0.141 -2.70 -2.49 -1.98 -0.476
C -2.531 0.717 0.104 1.40 1.92 0.04 0.053
C -3.598 -0.093 7.354 0.06 0.09 0.08 -0.102
C 0.880 1.764 -1.313 0.57 0.36 -1.53 -0.290
C 3.742 0.430 6.539 -0.20 -0.01 0.10 -0.394
C 1.542 3.859 5.422 -0.09 -0.02 -0.10 0.612
C 0.175 -6.798 -8.969 -0.15 -0.04 0.00 -0.218
C -1.855 3.920 9.980 0.05 0.06 -0.16 -0.083
C -3.815 -4.330 -12.120 0.14 -0.12 -0.03 -0.374
C -4.277 -5.082 -6.598 -0.09 0.01 0.17 -0.434
C -8.018 -0.457 1.641 0.15 0.02 0.03 -0.061
H 2.448 3.264 5.318 -0.27 0.24 0.10 -0.570
H 1.047 -1.264 -2.080 0.11 -0.26 1.79 -0.045
H 3.283 -0.927 -0.599 -2.73 0.40 -0.19 0.338
H -1.363 3.421 -1.822 0.13 -0.06 -0.06 -0.141
H 5.257 -2.685 1.118 0.14 0.26 0.12 0.387
H 0.563 0.994 -2.105 0.53 1.01 1.32 -0.005
H -3.176 -5.091 -12.567 -0.20 0.23 0.12 0.330
H -1.629 3.901 8.914 -0.07 0.00 0.29 0.078
H 2.754 -0.002 6.378 0.30 0.11 0.03 0.452
H 2.702 -1.371 -6.405 -0.04 -0.09 0.31 0.391
H -1.831 -0.055 -4.382 -0.14 0.13 -0.22 -0.266
H 0.107 -1.566 -0.443 1.77 0.18 -0.97 0.198
H -0.023 3.934 0.152 -0.09 -0.03 -0.05 -0.205
H -3.275 0.431 8.254 -0.10 -0.15 -0.26 0.049
H -2.677 0.712 -2.128 0.37 -1.23 1.18 -0.217
H 5.111 4.781 2.312 -0.13 -0.07 -0.28 0.316
H -2.774 -1.030 -1.356 0.55 1.65 0.06 0.464
H -1.163 -0.125 -1.460 -1.64 0.15 0.27 -0.189
H -6.946 -0.613 1.757 -0.32 0.06 -0.04 0.068
H 2.285 -1.204 0.916 -0.85 0.92 -2.13 0.442
H 1.583 2.512 -1.865 -1.13 -1.28 0.79 0.324
H 6.914 5.345 8.257 -0.09 -0.16 -0.28 0.348
H -0.842 -7.162 -8.823 0.28 0.13 -0.03 0.225
H 1.483 -2.677 -0.982 -0.48 1.80 0.00 0.343
H -4.647 -5.191 -5.579 0.12 0.02 -0.31 0.423
```
Positions in Å, forces in eV/Å.

Calculated values
gap between HOMO and LUMO = 8.2 eV
total charge = 0
LUMO = -0.7 eV
multiplicity = 1
F_max = 5.24 eV/A


3.
Molecular formula: C19H25BrClGeN7O2Ti
Method: DFT, ωB97M-V/def2-TZVPD

XYZ file:
```
57
Properties=species:S:1:pos:R:3:forces:R:3:mulliken_charge:R:1
Br -4.677 -4.880 2.920 -0.08 -0.14 0.05 -0.148
Ge 3.489 0.243 -1.120 -0.13 0.07 -0.01 0.765
Ti 0.209 0.196 -0.047 1.15 -0.44 -1.40 -0.157
Cl 0.188 -1.290 4.209 -0.09 0.03 -0.10 -0.163
O 0.984 -1.397 0.984 -0.10 -0.35 0.45 -0.492
O 1.262 0.665 1.643 -0.03 -0.22 0.32 -0.622
N -1.773 0.096 0.973 -0.60 -0.19 0.39 0.686
N -0.392 2.201 -0.151 -0.26 0.69 0.14 0.577
N -2.672 -0.727 -3.330 0.15 0.04 0.11 -0.934
N -1.087 -1.661 -2.112 -0.05 0.16 0.03 -0.554
N -1.200 -0.398 -1.723 0.02 -0.46 0.03 0.697
N -2.092 -2.970 -3.777 0.03 0.39 0.24 -0.597
N -1.968 -1.795 -3.045 -0.12 -0.35 -0.31 1.031
C 4.533 0.467 -2.748 0.08 -0.01 -0.18 -1.385
C -2.219 1.278 1.129 0.10 0.54 -0.10 -0.059
C 1.681 -1.080 3.263 0.26 0.00 0.06 -0.634
C 3.923 1.769 0.030 0.03 0.13 0.08 -1.223
C -0.073 4.544 -0.420 0.17 -0.01 -0.11 -0.938
C -1.209 4.805 0.322 -0.14 -0.08 0.10 -0.428
C 1.581 0.180 -1.631 0.10 0.17 0.18 -1.304
C -3.630 -0.942 2.278 -0.14 -0.11 0.12 -0.761
C -1.933 3.735 0.839 0.05 0.22 -0.01 -0.887
C -2.030 -2.295 1.095 -0.06 -0.26 0.02 0.352
C 4.014 -1.437 -0.272 0.05 -0.11 0.11 -1.301
C -3.800 -3.334 2.323 0.02 0.11 -0.01 0.069
C 1.320 -0.584 1.895 -0.12 0.00 0.03 0.944
C -2.510 -1.049 1.461 0.44 0.58 -0.20 0.592
C -2.160 0.145 -2.469 -0.12 0.14 -0.05 -0.294
C -1.485 2.455 0.588 -0.48 -0.46 0.26 0.389
C -2.679 -3.446 1.520 0.07 0.13 -0.04 -1.032
C -4.276 -2.086 2.710 0.04 0.02 -0.04 -0.855
C 0.310 3.228 -0.633 -0.12 -0.06 0.00 -0.246
H -1.135 -2.380 0.498 0.02 0.02 -0.02 0.319
H 1.422 0.981 -2.365 -0.10 -0.05 -0.04 0.527
H 2.173 -2.045 3.189 0.02 0.00 0.02 0.321
H 0.528 5.341 -0.833 -0.03 0.01 0.01 0.442
H 4.403 2.544 -0.571 -0.02 0.02 0.04 0.404
H -4.012 0.010 2.616 0.03 0.00 -0.02 0.324
H -2.299 -4.419 1.240 -0.02 -0.01 0.01 0.466
H 4.873 -1.845 -0.807 0.00 -0.03 0.03 0.471
H 2.300 -0.350 3.775 0.03 -0.02 0.01 0.378
H 4.326 -0.335 -3.457 0.02 0.01 0.00 0.397
H -2.823 3.891 1.435 0.02 0.02 -0.01 0.492
H -3.152 1.495 1.644 0.01 0.00 -0.02 0.237
H 4.296 1.418 -3.230 0.01 -0.01 0.00 0.390
H -1.530 5.821 0.503 0.01 0.00 -0.01 0.462
H 4.632 1.465 0.802 0.01 0.02 -0.02 0.386
H 1.480 -0.766 -2.177 -0.06 0.00 -0.01 0.601
H 3.061 2.201 0.537 -0.02 -0.03 -0.01 0.289
H -2.485 1.169 -2.396 -0.01 -0.01 0.00 0.519
H -3.069 -3.049 -4.042 0.03 -0.09 0.00 0.308
H 3.212 -2.174 -0.295 0.00 0.00 -0.02 0.335
H 5.600 0.457 -2.517 -0.01 0.00 -0.02 0.359
H 1.195 2.968 -1.198 0.03 0.06 0.00 0.424
H 4.315 -1.290 0.767 -0.02 0.01 -0.01 0.329
H -1.801 -3.730 -3.171 -0.06 -0.05 -0.06 0.306
H -5.141 -2.011 3.353 0.00 -0.01 0.00 0.428
```
Positions in Å, forces in eV/Å.

Calculated values
gap between HOMO and LUMO (alpha / beta) = 6.7 / 7.1 eV
total charge = +1
energy above the lowest of the compared OMol25 structures with the same formula, charge and spin = 0.00 kcal per mole
LUMO (alpha / beta) = -4.2 / -4.2 eV
multiplicity = 2
F_max = 1.86 eV/A


- Among the records above, which one has the highest F_max?
  C19H25Br39Cl2SSi